Entry 1:
Here is C5H9ClN2 as an isolated structure at a distorted geometry from the OMol25 dataset. Energies are from wB97M-V/def2-TZVPD.

Last column: natural (NBO) charge in e.
Positions of all 17 atoms, in Å:
1 C -0.489 -0.881 0.643  -0.088
2 C 0.504 -0.875 -0.518  -0.154
3 C -0.478 0.191 -0.307  -0.007
4 C -0.204 1.702 -0.141  -0.177
5 C -0.506 2.597 0.849  -0.426
6 H -2.454 -1.667 0.038  0.375
7 H -1.648 -1.822 1.988  0.354
8 H -0.280 -0.593 1.704  0.212
9 H 0.508 -1.646 -1.143  0.234
10 H -1.410 0.676 -2.029  0.368
11 H -2.617 0.337 -0.863  0.367
12 H -0.096 2.146 -1.320  0.191
13 H -0.539 2.150 2.038  0.230
14 H -0.505 3.721 0.441  0.242
15 N -1.409 -1.989 0.748  -0.794
16 N -1.646 -0.088 -1.232  -0.830
17 Cl 2.204 -0.304 -0.036  -0.098

Summary:
multiplicity: 1
frontier orbital gap: 0.354 Eh

=====

Entry 2:
Here is a 2-piece molecular cluster, C5H9ClN2 overall at a distorted geometry from the OMol25 dataset. Energies are from wB97M-V/def2-TZVPD.

Last column: natural (NBO) charge in e.
Positions of all 17 atoms, in Å:
1 C 0.351 1.991 -0.164  0.211
2 C -1.311 -0.240 -1.124  -0.434
3 C -1.097 -1.261 1.043  -0.399
4 C 2.272 0.037 0.003  -0.462
5 C 0.048 0.882 0.642  -0.069
6 N 0.560 2.937 -0.797  -0.312
7 N -0.901 -0.054 0.284  -0.403
8 Cl 2.103 -0.770 -1.529  -0.026
9 H -2.006 0.563 -1.392  0.215
10 H -0.385 0.003 -1.800  0.229
11 H -1.664 -1.344 -1.167  0.218
12 H -2.169 -1.593 0.676  0.210
13 H -0.367 -2.075 0.839  0.198
14 H -0.965 -0.904 2.089  0.209
15 H 2.768 -0.346 0.850  0.191
16 H 2.589 1.035 -0.160  0.185
17 H 0.174 1.139 1.706  0.240

Summary:
multiplicity: 1
frontier orbital gap (alpha / beta): 0.289 / 0.278 Eh

=====

Entry 3:
Here is an isolated molecule of C5H9ClN2S2 at a distorted geometry from the OMol25 dataset. Energies are from wB97M-V/def2-TZVPD.

Last column: natural (NBO) charge in e.
Positions of all 19 atoms, in Å:
1 C -0.673 -1.420 0.868  -0.498
2 C -1.326 -1.494 -0.426  -0.260
3 C -1.220 2.680 0.945  -0.689
4 C -0.210 1.678 0.544  0.444
5 C 1.564 1.189 -1.158  -0.153
6 H -0.958 -2.064 1.831  0.285
7 H -0.758 -0.417 1.214  0.286
8 H -0.491 -2.001 -1.258  0.226
9 H -1.766 2.108 1.809  0.259
10 H -0.850 3.762 1.274  0.248
11 H -1.944 2.976 0.067  0.209
12 H 1.073 0.441 1.241  0.377
13 H -0.188 2.487 -1.408  0.405
14 H 2.077 1.656 -2.093  0.201
15 N 0.252 0.984 1.469  -0.709
16 N 0.203 1.775 -0.892  -0.649
17 S -2.772 -0.757 -0.815  0.043
18 S 2.313 -0.153 -0.609  0.035
19 Cl 1.127 -1.735 0.672  -0.060

Summary:
multiplicity: 1
frontier orbital gap: 0.240 Eh

=====

Entry 4:
Here is an isolated ion of composition C5H9ClN3 and charge +1 at a distorted geometry from the OMol25 dataset. Energies are from wB97M-V/def2-TZVPD.

Last column: natural (NBO) charge in e.
Positions of all 18 atoms, in Å:
1 C 0.613 -0.250 1.633  -0.649
2 C 0.880 0.262 0.198  -0.111
3 Cl 2.593 0.085 -0.373  0.009
4 C 0.505 1.698 -0.115  0.262
5 N -0.704 1.993 -0.244  -0.441
6 C -1.643 1.088 -0.305  0.407
7 N -1.413 -0.115 -0.730  -0.462
8 C -0.043 -0.536 -0.948  0.103
9 N -0.042 -1.893 -0.795  -0.807
10 H 1.037 -1.246 1.683  0.243
11 H -0.556 -0.240 1.657  0.217
12 H 0.919 0.342 2.549  0.282
13 H 1.279 2.547 -0.258  0.256
14 H -2.589 1.402 0.092  0.241
15 H -2.087 -0.703 -0.982  0.435
16 H 0.333 -0.142 -1.917  0.235
17 H 0.770 -2.218 -1.339  0.403
18 H 0.147 -2.073 0.193  0.378

Summary:
net charge: +1
structure (SMILES): C[C@]1(Cl)C=NC=[NH+][C@@H]1N
multiplicity: 1
frontier orbital gap: 0.324 Eh

=====

Entry 5:
Here is a 2-piece molecular cluster, C5H9ClN3O3 overall at a distorted geometry from the OMol25 dataset. Energies are from wB97M-V/def2-TZVPD.

Last column: natural (NBO) charge in e.
Positions of all 21 atoms, in Å:
1 C 1.168 -0.989 0.428  0.131
2 C -0.477 0.408 -0.333  0.803
3 C 0.516 -2.071 1.056  0.167
4 C -0.438 1.575 1.757  -0.424
5 C -1.778 0.574 -2.344  -0.272
6 N -0.700 -2.075 1.252  -0.622
7 N 2.314 -0.907 -0.188  0.364
8 N -0.822 1.426 0.360  -0.593
9 O 3.332 -1.539 -0.084  -0.352
10 O 2.377 0.140 -1.066  -0.526
11 O -0.678 0.115 -1.528  -0.446
12 Cl 1.548 -3.453 1.498  0.026
13 H -0.696 0.842 2.464  0.243
14 H 0.631 1.790 1.879  0.238
15 H -0.962 2.632 2.096  0.233
16 H -2.517 -0.213 -2.606  0.246
17 H -1.163 0.953 -3.191  0.240
18 H -2.322 1.404 -1.812  0.183
19 H -1.149 -2.857 1.673  0.393
20 H -1.603 2.038 0.064  0.439
21 H 3.418 0.205 -1.373  0.529

Summary:
net charge: +1
multiplicity: 1
frontier orbital gap (alpha / beta): 0.302 / 0.302 Eh

=====

Entry 6:
Here is an isolated ion of composition C5H9ClNS and charge +1 at a distorted geometry from the OMol25 dataset. Energies are from wB97M-V/def2-TZVPD.

Last column: natural (NBO) charge in e.
Positions of all 17 atoms, in Å:
1 C -1.609 0.033 0.113  -0.325
2 C 0.977 -1.002 -0.321  -0.413
3 C 0.743 0.153 0.699  -0.270
4 C 0.122 -2.186 -0.158  -0.546
5 C -0.328 2.242 -0.168  -0.440
6 N -0.440 0.879 0.283  -0.034
7 S -1.595 -1.664 0.130  0.604
8 Cl -3.068 0.826 -0.059  0.142
9 H 0.776 -0.687 -1.304  0.223
10 H 2.031 -1.474 -0.329  0.264
11 H 0.601 -0.213 1.666  0.246
12 H 1.779 0.773 0.696  0.264
13 H 0.181 -2.769 -1.113  0.267
14 H 0.587 -2.701 0.661  0.254
15 H -1.252 2.686 -0.369  0.256
16 H 0.254 2.357 -0.991  0.256
17 H 0.240 2.746 0.564  0.253

Summary:
net charge: +1
multiplicity: 3
frontier orbital gap (alpha / beta): 0.310 / 0.230 Eh

=====

Entry 7:
Here is an isolated molecule of C5H9F at a distorted geometry from the OMol25 dataset. Energies are from wB97M-V/def2-TZVPD.

Last column: natural (NBO) charge in e.
Positions of all 15 atoms, in Å:
1 C -1.454 -0.347 0.813  -0.618
2 C -0.068 0.233 1.018  -0.256
3 C 0.781 0.591 -0.248  -0.253
4 C 0.226 0.308 -1.661  -0.619
5 C 1.160 -0.514 0.696  0.191
6 F 0.946 -1.791 0.234  -0.353
7 H -2.031 0.533 0.443  0.213
8 H -1.662 -1.127 0.043  0.224
9 H -1.751 -0.746 1.776  0.218
10 H -0.026 0.908 1.811  0.214
11 H 1.296 1.493 -0.309  0.209
12 H -0.243 1.263 -1.790  0.214
13 H -0.383 -0.632 -1.777  0.225
14 H 1.135 0.220 -2.333  0.214
15 H 2.074 -0.393 1.283  0.177

Summary:
structure (SMILES): C[C@@H]1[C@H](C)[C@@H]1F
multiplicity: 1
frontier orbital gap: 0.396 Eh

=====

Entry 8:
Here is a 3-piece molecular cluster, C5H9F2N overall at a distorted geometry from the OMol25 dataset. Energies are from wB97M-V/def2-TZVPD.

Last column: natural (NBO) charge in e.
Positions of all 17 atoms, in Å:
1 C -0.456 -0.837 -0.612  0.264
2 C 0.456 0.289 -0.220  -0.150
3 C -1.102 0.518 -0.235  0.604
4 C 1.133 0.975 -1.406  -0.606
5 C 1.038 0.358 1.226  -0.609
6 N -0.561 -1.921 -1.227  -0.560
7 F -1.663 1.385 -1.121  -0.319
8 F -1.524 0.772 1.020  -0.327
9 H -1.290 -1.556 2.254  -0.010
10 H 2.142 0.555 -1.651  0.223
11 H 1.149 2.087 -1.366  0.224
12 H 0.528 0.715 -2.229  0.220
13 H 1.338 -0.630 1.584  0.222
14 H 0.269 0.699 1.867  0.236
15 H 1.892 1.057 1.176  0.224
16 H -1.519 -2.228 -1.352  0.357
17 H -1.832 -2.236 2.291  0.008

Summary:
multiplicity: 1
frontier orbital gap: 0.378 Eh

=====

Entry 9:
Here is an isolated molecule of C5H9F2NO2S at a distorted geometry from the OMol25 dataset. Energies are from wB97M-V/def2-TZVPD.

Last column: natural (NBO) charge in e.
Positions of all 20 atoms, in Å:
1 C -0.743 -1.065 -0.803  -0.688
2 C 0.768 0.292 -2.237  -0.765
3 C 0.276 -0.167 -0.066  0.239
4 C -0.955 1.099 1.699  -0.681
5 C -0.236 1.132 0.412  0.630
6 N 1.304 -0.820 0.561  -0.798
7 O -0.504 -1.838 -3.391  -0.917
8 O 1.538 -2.193 -1.941  -0.951
9 F -1.229 1.695 -0.446  -0.360
10 F 0.845 1.954 0.416  -0.329
11 S 0.333 -1.430 -2.286  2.129
12 H -1.338 -1.935 -0.287  0.240
13 H -1.520 -0.542 -1.311  0.254
14 H 0.019 1.046 -2.465  0.234
15 H 1.722 0.673 -2.238  0.224
16 H -1.622 0.223 1.869  0.242
17 H -1.673 1.882 1.910  0.254
18 H -0.101 1.179 2.474  0.228
19 H 1.933 -1.460 0.182  0.432
20 H 1.791 -0.296 1.251  0.384

Summary:
multiplicity: 1
frontier orbital gap (alpha / beta): 0.317 / 0.317 Eh

=====

Entry 10:
Here is an isolated molecule of C5H9F2NO4 at a distorted geometry from the OMol25 dataset. Energies are from wB97M-V/def2-TZVPD.

Last column: natural (NBO) charge in e.
Positions of all 21 atoms, in Å:
1 C 2.283 0.617 -0.560  -0.651
2 C 1.036 -0.272 -0.242  0.082
3 C 1.576 -1.565 0.389  -0.630
4 O 0.089 0.366 0.598  -0.546
5 C -0.787 1.340 0.208  0.455
6 O -1.347 1.967 1.222  -0.662
7 C -2.170 0.279 -0.510  0.630
8 F -3.308 1.015 -0.511  -0.309
9 F -1.854 -0.057 -1.775  -0.323
10 N -2.278 -0.931 0.272  0.466
11 O -2.663 -0.690 1.401  -0.394
12 O -1.865 -1.985 -0.136  -0.334
13 H 2.828 0.960 0.444  0.222
14 H 2.991 0.183 -1.326  0.229
15 H 1.897 1.626 -1.087  0.204
16 H 0.647 -0.653 -1.249  0.188
17 H 1.965 -1.383 1.402  0.211
18 H 2.472 -1.784 -0.274  0.225
19 H 0.701 -2.245 0.537  0.236
20 H -0.613 1.878 -0.723  0.190
21 H -1.602 1.337 1.919  0.512

Summary:
structure (SMILES): CC(C)O[C@H](O)C(F)(F)[N+](=O)[O-]
multiplicity: 1
frontier orbital gap: 0.354 Eh

=====

Entry 11:
Here is an isolated molecule of C5H9F3N2O2SSi at a distorted geometry from the OMol25 dataset. Energies are from wB97M-V/def2-TZVPD.

Last column: natural (NBO) charge in e.
Positions of all 23 atoms, in Å:
1 C -0.388 -0.071 2.724  -1.069
2 Si 0.161 -0.665 0.934  1.714
3 C -1.080 -1.947 0.193  -1.088
4 C 1.995 -0.929 0.621  -1.136
5 N 0.020 0.830 -0.130  -1.074
6 C -0.413 1.973 0.354  0.412
7 N -0.739 2.971 0.788  -0.325
8 S 0.606 0.841 -1.645  2.263
9 O 1.428 1.978 -1.655  -0.900
10 O 1.089 -0.387 -2.196  -0.883
11 C -0.936 1.170 -2.637  0.736
12 F -1.714 0.097 -2.540  -0.306
13 F -1.657 2.260 -2.225  -0.303
14 F -0.419 1.297 -3.837  -0.289
15 H 0.391 -0.185 3.503  0.251
16 H -0.933 0.816 2.826  0.260
17 H -0.971 -0.886 3.005  0.231
18 H -1.373 -2.652 0.974  0.245
19 H -1.853 -1.420 -0.333  0.253
20 H -0.528 -2.448 -0.544  0.246
21 H 2.389 -1.001 -0.345  0.270
22 H 2.538 0.045 0.948  0.254
23 H 2.387 -1.688 1.216  0.239

Summary:
structure (SMILES): C[Si](C)(C)N(C#N)S(=O)(=O)C(F)(F)F
multiplicity: 1
frontier orbital gap: 0.404 Eh

=====

Entry 12:
Here is a 2-piece molecular cluster, C5H9F3OSi overall at a distorted geometry from the OMol25 dataset. Energies are from wB97M-V/def2-TZVPD.

Last column: natural (NBO) charge in e.
Positions of all 19 atoms, in Å:
1 C 2.883 0.329 0.142  0.759
2 C 1.907 -0.654 0.496  0.143
3 C -1.014 -1.956 -0.084  -1.207
4 C -1.842 0.764 -1.647  -1.222
5 C -1.158 1.180 1.353  -1.159
6 O 2.681 0.143 1.463  -0.510
7 F 2.344 1.511 -0.409  -0.390
8 F 4.135 0.294 -0.325  -0.313
9 F 2.554 -1.903 0.242  -0.416
10 Si -1.243 -0.089 -0.063  1.823
11 H -1.803 -2.525 -0.395  0.239
12 H 0.076 -2.046 -0.531  0.336
13 H -0.649 -2.337 0.871  0.284
14 H -2.454 0.342 -2.453  0.276
15 H -2.226 1.802 -1.423  0.263
16 H -0.902 0.994 -2.172  0.285
17 H -2.094 1.745 1.535  0.257
18 H -0.882 0.659 2.314  0.273
19 H -0.312 1.746 1.087  0.280

Summary:
multiplicity: 1
frontier orbital gap: 0.259 Eh

=====

Entry 13:
Here is C5H9FI2 as an isolated structure at a distorted geometry from the OMol25 dataset. Energies are from wB97M-V/def2-TZVPD.

Last column: natural (NBO) charge in e.
Positions of all 17 atoms, in Å:
1 C -1.155 1.705 -0.270  -0.612
2 C 1.310 1.049 -0.491  -0.593
3 C -0.548 -0.559 0.583  -0.318
4 C -0.153 0.506 -0.512  -0.228
5 C 0.492 -2.225 0.625  -0.008
6 F 1.683 -2.059 1.311  -0.392
7 I 0.919 -2.863 -1.371  0.160
8 I -0.754 -3.570 1.790  0.131
9 H -0.911 2.435 -1.091  0.218
10 H -2.163 1.211 -0.360  0.211
11 H -1.116 2.118 0.725  0.211
12 H 1.513 1.376 0.449  0.202
13 H 1.251 1.806 -1.280  0.205
14 H 1.943 0.333 -0.752  0.207
15 H -0.497 -0.148 1.545  0.194
16 H -1.480 -1.020 0.567  0.202
17 H -0.333 -0.093 -1.468  0.210

Summary:
multiplicity: 1
frontier orbital gap: 0.334 Eh

=====

Entry 14:
Here is C5H9FN as an isolated structure at a distorted geometry from the OMol25 dataset. Energies are from wB97M-V/def2-TZVPD.

Last column: natural (NBO) charge in e.
Positions of all 16 atoms, in Å:
1 C 0.385 0.555 0.014  0.328
2 H -1.320 -2.381 1.105  0.022
3 F 0.924 1.999 0.184  -0.514
4 C -0.813 0.335 0.809  -0.709
5 H -0.697 0.208 1.890  0.200
6 C 1.580 -0.254 0.499  -0.621
7 H 2.505 0.073 -0.001  0.194
8 H 1.691 -0.129 1.586  0.206
9 H 1.417 -1.321 0.286  0.197
10 C 0.186 0.483 -1.492  -0.633
11 H -0.080 -0.543 -1.787  0.199
12 H -0.633 1.149 -1.797  0.229
13 H 1.107 0.783 -2.014  0.193
14 C -2.076 0.712 0.350  0.303
15 N -3.148 0.961 -0.058  -0.572
16 H -1.029 -2.630 0.427  -0.023

Summary:
net charge: -1
multiplicity: 1
frontier orbital gap: 0.244 Eh